[1]
ORCA calculation (ωB97M-V/def2-TZVPD) on a gas-phase ion, C3H9NO (charge +1) in a non-equilibrium geometry.

Structure (XYZ):
```
14
Properties=species:S:1:pos:R:3:lowdin_spin:R:1
C 0.122 -1.386 0.031 0.128
O 1.189 -1.807 0.786 0.332
C -0.278 0.022 0.242 0.081
C -0.963 0.738 -0.850 0.021
N 0.849 0.845 0.706 0.295
H -0.668 -2.182 -0.133 0.007
H 0.659 -1.309 -0.966 0.080
H 1.714 -1.019 1.003 0.006
H -0.988 0.013 1.184 0.031
H -0.696 0.691 -1.957 0.001
H -2.055 0.637 -0.708 0.008
H -0.877 1.851 -0.682 0.000
H 0.719 1.587 1.521 0.008
H 1.271 1.320 -0.178 0.002
```

## Properties
Lowest unoccupied orbital energy (spin up / spin down) (eV): -3.447 / -9.265
Spin multiplicity: 2
DFT total energy (eV): -6783.642
<S²>: 0.756
Total charge: +1
Energy above the lowest of the compared OMol25 structures with the same formula, charge and spin (kJ/mol): 257.3
Frontier orbital gap (spin up / spin down) (eV): 12.783 / 5.698

[2]
ORCA calculation (ωB97M-V/def2-TZVPD) on a molecular structure, C46H47N6O6P2RhS.

Structure (XYZ):
```
109
Properties=species:S:1:pos:R:3:lowdin_charge:R:1
Rh -0.130 -0.516 0.717 1.223
N -1.452 -2.007 0.740 -0.004
C -2.628 -1.686 1.593 -0.228
C -3.856 -2.392 0.995 -0.127
C -5.247 -2.187 1.594 -0.161
C -5.429 -2.581 3.055 -0.157
N -4.912 -1.512 3.904 0.091
C -4.982 -1.491 5.217 -0.431
N -4.463 -0.449 5.887 0.205
N -5.535 -2.497 5.898 0.221
C -2.731 -0.149 1.723 -0.560
O -3.666 0.310 2.387 0.030
O -1.814 0.571 1.202 -0.128
H -1.752 -1.955 -0.238 0.100
H -1.075 -2.943 0.875 0.137
H -2.414 -2.051 2.602 0.158
H -3.626 -3.462 0.992 0.130
H -3.919 -2.094 -0.057 0.129
H -5.932 -2.794 1.001 0.127
H -5.572 -1.154 1.468 0.123
H -4.922 -3.526 3.277 0.134
H -6.496 -2.715 3.250 0.132
H -4.474 -0.718 3.399 0.091
H -4.180 0.366 5.367 0.125
H -4.673 -0.315 6.861 0.126
H -5.949 -3.278 5.421 0.117
H -5.600 -2.476 6.900 0.133
O 1.196 1.058 0.457 -0.405
P 1.384 1.926 -0.785 0.802
C 1.214 0.994 -2.335 -0.287
P -0.437 0.266 -2.532 0.810
O -1.004 -0.128 -1.170 -0.426
C -1.485 1.547 -3.213 -0.281
C -2.577 2.008 -2.485 -0.068
C -3.395 2.990 -3.026 -0.062
C -3.122 3.509 -4.283 -0.058
C -2.031 3.048 -5.011 -0.059
C -1.216 2.063 -4.481 -0.072
C -0.367 -1.037 -3.747 -0.312
C 0.656 -1.112 -4.685 -0.077
C 0.640 -2.116 -5.642 -0.052
C -0.394 -3.041 -5.658 -0.052
C -1.418 -2.963 -4.724 -0.055
C -1.409 -1.958 -3.771 -0.068
C 0.225 3.286 -0.832 -0.289
C 0.352 4.253 -1.832 -0.067
C -0.550 5.300 -1.895 -0.055
C -1.567 5.394 -0.951 -0.057
C -1.685 4.442 0.049 -0.057
C -0.793 3.379 0.109 -0.068
C 3.021 2.643 -0.811 -0.290
C 3.924 2.449 -1.854 -0.081
C 5.171 3.056 -1.811 -0.064
C 5.522 3.843 -0.725 -0.053
C 4.628 4.031 0.323 -0.053
C 3.379 3.438 0.280 -0.060
H 1.941 0.178 -2.331 0.064
H 1.419 1.677 -3.163 0.082
H -2.770 1.609 -1.497 0.103
H -4.245 3.352 -2.462 0.114
H -3.763 4.273 -4.702 0.114
H -1.827 3.448 -5.995 0.114
H -0.385 1.686 -5.067 0.110
H 1.479 -0.408 -4.670 0.108
H 1.437 -2.179 -6.370 0.114
H -0.402 -3.827 -6.402 0.115
H -2.225 -3.683 -4.743 0.112
H -2.217 -1.890 -3.051 0.107
H 1.160 4.200 -2.554 0.117
H -0.455 6.049 -2.669 0.116
H -2.267 6.219 -0.996 0.115
H -2.475 4.519 0.785 0.114
H -0.899 2.627 0.876 0.083
H 3.674 1.828 -2.705 0.103
H 5.867 2.912 -2.627 0.115
H 6.495 4.316 -0.694 0.116
H 4.903 4.648 1.168 0.115
H 2.677 3.599 1.090 0.118
O 1.198 -1.927 -1.661 -0.334
S 1.927 -2.609 -0.615 0.615
O 1.793 -4.034 -0.522 -0.270
N 1.419 -1.846 0.718 -0.235
C 2.004 -2.064 1.961 -0.248
C 3.032 -2.924 2.275 0.010
C 3.528 -2.983 3.593 -0.038
C 3.022 -2.204 4.595 -0.024
C 1.956 -1.323 4.309 -0.142
C 1.372 -0.450 5.250 0.024
C 0.363 0.386 4.861 -0.025
C -0.108 0.348 3.541 -0.074
N 0.400 -0.477 2.643 -0.006
C 1.447 -1.286 2.998 -0.133
C 3.643 -2.235 -0.766 -0.297
C 4.509 -3.218 -1.221 -0.046
C 5.853 -2.907 -1.371 -0.050
C 6.315 -1.638 -1.051 -0.053
C 5.438 -0.667 -0.579 -0.057
C 4.092 -0.962 -0.437 -0.064
H 3.466 -3.562 1.519 0.111
H 4.341 -3.665 3.805 0.120
H 3.424 -2.248 5.598 0.121
H 1.742 -0.439 6.268 0.131
H -0.085 1.089 5.548 0.114
H -0.899 1.005 3.213 0.115
H 4.132 -4.206 -1.448 0.120
H 6.541 -3.661 -1.729 0.116
H 7.366 -1.406 -1.157 0.113
H 5.805 0.315 -0.310 0.107
H 3.403 -0.228 -0.035 0.094
```

## Properties
Lowest unoccupied orbital energy (eV): -4.553
DFT total energy (eV): -102106.124
Total charge: +2
Energy above the lowest of the compared OMol25 structures with the same formula, charge and spin (kJ/mol): 0.0
Frontier orbital gap (eV): 7.667

[3]
ORCA calculation (ωB97M-V/def2-TZVPD) on 2 unconnected molecules or ions with the total composition C6H14O2 in a non-equilibrium geometry.

Structure (XYZ):
```
22
Properties=species:S:1:pos:R:3:lowdin_charge:R:1
C 0.744 -2.367 1.441 -0.124
C 1.159 -1.111 0.705 -0.268
C 0.879 0.194 1.528 -0.169
C 0.284 1.393 0.767 -0.199
C -0.206 1.167 -0.670 -0.184
C -0.702 2.429 -1.328 -0.262
O -0.883 3.454 -0.723 0.055
H 1.372 -2.552 2.304 0.071
H 0.755 -3.221 0.758 0.066
H -0.290 -2.329 1.797 0.071
H 0.732 -1.114 -0.296 0.072
H 2.220 -1.146 0.432 0.106
H 1.856 0.463 1.920 0.105
H 0.141 -0.095 2.263 0.095
H 0.948 2.236 0.737 0.101
H -0.584 1.820 1.280 0.112
H 0.596 0.797 -1.325 0.116
H -0.928 0.344 -0.671 0.118
H -0.820 2.372 -2.422 0.117
O -1.090 -3.544 -1.696 -0.067
H -1.506 -2.821 -2.186 0.034
H -1.474 -3.525 -0.805 0.035
```

## Properties
Lowest unoccupied orbital energy (eV): 0.524
DFT total energy (eV): -10543.240
Energy above the lowest of the compared OMol25 structures with the same formula, charge and spin (kJ/mol): 132.8
SMILES: CCCCCC=O.O
Frontier orbital gap (eV): 10.462

[4]
ORCA calculation (ωB97M-V/def2-TZVPD) on 2 unconnected molecules or ions with the total composition C8H15NO2S in a non-equilibrium geometry.

Structure (XYZ):
```
27
Properties=species:S:1:pos:R:3:lowdin_charge:R:1
C -0.124 1.177 -1.781 -0.060
C -0.113 0.355 -0.519 -0.611
C -0.879 1.190 0.688 -0.013
C -0.964 -0.910 -0.692 -0.149
C -0.890 -2.084 0.356 -0.212
C 0.516 -2.644 0.567 -0.202
S 1.445 -1.089 0.943 0.725
O 2.845 -1.224 1.103 -0.307
O 0.700 -0.699 2.398 -0.229
N 1.207 -0.040 -0.156 -0.166
H 0.107 0.481 -2.639 0.097
H 0.570 2.048 -1.995 0.096
H -1.081 1.669 -1.926 0.068
H -0.300 1.855 1.320 0.064
H -1.159 0.470 1.398 0.018
H -1.767 1.602 0.057 0.109
H -0.906 -1.238 -1.710 0.103
H -2.022 -0.637 -0.636 0.115
H -1.103 -1.809 1.438 0.112
H -1.657 -2.838 0.217 0.108
H 0.687 -3.345 1.494 0.143
H 0.997 -3.052 -0.318 0.098
H 0.908 0.259 2.664 0.126
C 2.996 3.011 -0.143 -0.003
C 3.048 1.874 0.228 -0.019
H 2.937 3.978 -0.514 -0.008
H 3.085 0.841 0.575 -0.005
```

## Properties
Lowest unoccupied orbital energy (eV): 0.499
DFT total energy (eV): -24954.289
Energy above the lowest of the compared OMol25 structures with the same formula, charge and spin (kJ/mol): 449.6
SMILES: CC1(C)CCC[S@](=O)(O)=N1.C#C
Frontier orbital gap (eV): 9.335

[5]
ORCA calculation (ωB97M-V/def2-TZVPD) on 13 unconnected molecules or ions with the total composition C38H47BrCl50F2N3O3S in a non-equilibrium geometry.

Structure (XYZ):
```
145
Properties=species:S:1:pos:R:3:lowdin_charge:R:1
C 1.903 -9.871 0.656 -0.111
C 0.770 -9.034 0.034 -0.258
C 0.501 -7.717 0.791 -0.192
C -0.299 -6.740 -0.116 -0.176
C 0.258 -5.300 -0.019 -0.162
C -0.154 -4.380 -1.202 -0.328
C 0.394 -4.899 -2.540 -0.112
C 1.902 -5.265 -2.607 -0.171
C 2.732 -4.468 -3.658 -0.144
C 4.225 -4.389 -3.284 -0.207
O 4.776 -3.076 -3.381 -0.196
C 5.578 -2.766 -2.253 -0.111
C 0.296 -2.924 -0.830 -0.528
Br 2.135 -2.799 -0.193 0.917
N 0.010 -1.930 -1.920 -0.015
C 0.171 -0.560 -1.305 -0.489
S 1.550 0.492 -1.864 0.870
C 2.904 -0.498 -2.558 -0.567
C 3.516 0.256 -3.759 -0.133
C -1.310 -2.155 -2.319 -0.249
N -1.803 -1.711 -3.447 0.166
C -1.200 -0.896 -4.497 -0.669
Cl -1.186 0.852 -4.081 0.680
C 0.117 -1.422 -5.093 -0.681
C -0.205 -2.779 -5.764 -0.112
Cl 0.506 -0.306 -6.457 0.645
N -2.160 -2.920 -1.568 0.042
C -3.257 -2.273 -0.842 -0.071
C -2.926 -1.494 0.435 -0.146
O -2.675 -0.111 0.158 -0.046
C -2.066 0.497 1.236 -0.363
O -2.499 1.437 1.746 0.088
C -1.713 -4.254 -1.172 -0.373
F -2.190 -4.455 0.107 0.065
C -2.437 -5.272 -2.063 -0.090
C -3.974 -5.329 -1.862 -0.142
C -4.474 -6.686 -2.364 -0.213
F -5.741 -6.927 -1.892 -0.029
H 1.842 -9.930 1.744 0.074
H 1.823 -10.891 0.265 0.070
H 2.884 -9.512 0.342 0.071
H 1.095 -8.758 -0.974 0.097
H -0.144 -9.632 0.027 0.111
H 1.424 -7.234 1.127 0.111
H -0.101 -7.953 1.673 0.115
H -0.254 -7.099 -1.147 0.095
H -1.343 -6.748 0.209 0.112
H 1.338 -5.439 0.006 0.071
H 0.016 -4.845 0.944 0.129
H -0.134 -5.773 -2.916 0.110
H 0.219 -4.124 -3.297 0.088
H 2.449 -5.202 -1.669 0.062
H 1.979 -6.308 -2.928 0.119
H 2.249 -3.499 -3.812 0.085
H 2.666 -4.995 -4.614 0.113
H 4.795 -5.028 -3.968 0.129
H 4.379 -4.738 -2.257 0.109
H 6.237 -3.597 -1.981 0.095
H 4.941 -2.550 -1.382 0.047
H 6.170 -1.878 -2.477 0.094
H -0.302 -2.696 0.055 0.093
H -0.745 -0.004 -1.516 0.046
H 0.222 -0.606 -0.218 -0.007
H 2.664 -1.534 -2.778 0.021
H 3.685 -0.533 -1.798 0.019
H 3.076 -0.104 -4.687 0.052
H 4.586 0.044 -3.793 0.073
H 3.416 1.334 -3.623 0.066
H -2.768 -1.980 -3.606 0.183
H -1.904 -0.925 -5.328 0.103
H 0.946 -1.477 -4.397 0.068
H 0.698 -3.312 -6.048 0.089
H -0.849 -2.579 -6.619 0.025
H -0.812 -3.373 -5.072 0.063
H -3.724 -1.538 -1.511 0.144
H -4.067 -2.945 -0.580 0.122
H -3.847 -1.507 1.033 0.145
H -2.155 -1.955 1.065 0.127
H -1.128 0.022 1.584 0.118
H -2.272 -4.944 -3.098 0.127
H -2.045 -6.288 -2.006 0.101
H -4.309 -5.108 -0.850 0.114
H -4.403 -4.586 -2.545 0.113
H -4.474 -6.733 -3.456 0.128
H -3.810 -7.474 -1.991 0.120
C 3.347 0.836 1.944 -1.992
Cl 3.543 2.440 1.241 0.519
Cl 4.453 -0.300 1.148 0.523
Cl 3.699 0.898 3.667 0.489
Cl 1.673 0.293 1.719 0.544
C -3.282 4.707 2.713 -2.007
Cl -4.192 3.475 3.590 0.529
Cl -3.498 4.465 0.970 0.522
Cl -3.860 6.313 3.167 0.492
Cl -1.567 4.565 3.116 0.510
C -5.162 9.241 0.630 -2.010
Cl -6.170 9.733 -0.739 0.542
Cl -4.865 7.499 0.549 0.481
Cl -3.626 10.103 0.571 0.468
Cl -5.988 9.631 2.148 0.500
C 5.658 -1.228 6.805 -2.049
Cl 7.357 -1.308 7.280 0.536
Cl 5.531 -1.313 5.042 0.483
Cl 4.777 -2.581 7.526 0.527
Cl 4.958 0.298 7.364 0.520
C 0.264 9.930 -0.817 -2.051
Cl -0.147 10.370 -2.480 0.528
Cl 1.978 9.503 -0.725 0.523
Cl -0.066 11.299 0.253 0.503
Cl -0.719 8.550 -0.314 0.500
C -3.122 14.049 1.626 -2.034
Cl -1.450 14.018 2.210 0.508
Cl -3.129 13.959 -0.141 0.525
Cl -3.999 12.668 2.287 0.472
Cl -3.897 15.551 2.144 0.538
C -3.041 0.984 6.586 -2.045
Cl -2.108 -0.107 7.620 0.531
Cl -4.756 0.566 6.682 0.531
Cl -2.812 2.651 7.127 0.515
Cl -2.493 0.826 4.911 0.504
C -3.643 10.577 5.711 -2.029
Cl -3.701 9.568 4.256 0.464
Cl -5.259 11.215 6.040 0.535
Cl -3.097 9.610 7.086 0.514
Cl -2.519 11.918 5.459 0.519
C 7.478 3.560 0.917 -2.039
Cl 6.524 2.468 1.929 0.484
Cl 8.244 4.786 1.930 0.541
Cl 8.721 2.637 0.062 0.529
Cl 6.413 4.346 -0.260 0.517
C -2.520 -2.294 -10.067 -2.050
Cl -1.606 -3.665 -10.703 0.532
Cl -3.924 -2.887 -9.165 0.511
Cl -1.484 -1.350 -8.981 0.506
Cl -3.062 -1.273 -11.399 0.545
C 0.011 8.447 9.961 -2.051
Cl -1.606 8.514 10.676 0.520
Cl 0.121 9.625 8.648 0.510
Cl 1.219 8.825 11.196 0.529
Cl 0.309 6.824 9.326 0.495
C 1.670 4.905 5.661 -2.032
Cl 2.616 3.505 5.140 0.493
Cl 0.161 4.342 6.391 0.494
Cl 2.582 5.845 6.845 0.526
Cl 1.308 5.917 4.256 0.517
```

## Properties
Lowest unoccupied orbital energy (eV): -3.962
DFT total energy (eV): -763203.072
Total charge: +1
Energy above the lowest of the compared OMol25 structures with the same formula, charge and spin (kJ/mol): 63.8
Frontier orbital gap (eV): 7.194

[6]
ORCA calculation (ωB97M-V/def2-TZVPD) on 2 unconnected molecules or ions with the total composition C2H3N2O2S in a non-equilibrium geometry.

Structure (XYZ):
```
10
Properties=species:S:1:pos:R:3:lowdin_charge:R:1
C 2.008 0.180 0.191 -0.313
C -2.324 0.323 0.537 -0.206
N 3.174 0.262 -0.046 0.310
N -0.242 -0.513 -1.149 -0.156
O 0.862 0.206 0.446 0.021
O -0.579 -1.579 -0.925 0.117
S -1.438 0.988 -0.642 1.105
H -3.029 0.991 0.892 0.019
H -2.418 -0.682 0.803 0.049
H 3.986 -0.175 -0.105 0.055
```

## Properties
Lowest unoccupied orbital energy (eV): -6.561
DFT total energy (eV): -20021.167
Total charge: +1
Energy above the lowest of the compared OMol25 structures with the same formula, charge and spin (kJ/mol): 71.4
Frontier orbital gap (eV): 8.284

[7]
ORCA calculation (ωB97M-V/def2-TZVPD) on 2 unconnected molecules or ions with the total composition C10H12BrIO2 in a non-equilibrium geometry.

Structure (XYZ):
```
26
Properties=species:S:1:pos:R:3:lowdin_charge:R:1
C 0.524 -3.003 2.326 -0.093
C 0.055 -1.753 2.433 -0.099
C 0.934 -3.482 1.054 -0.048
C 0.022 -0.909 1.330 -0.052
C 0.839 -2.628 -0.075 -0.066
C 0.421 -1.275 0.057 -0.369
C 0.339 3.377 -0.555 -0.057
C -2.424 1.537 -1.366 -0.068
C -0.142 1.080 -0.971 -0.493
C 0.529 -0.328 -0.986 -0.556
O 0.580 1.994 -0.181 -0.156
O -1.440 0.900 -0.521 -0.135
Br 1.310 -0.747 -2.646 0.774
I 3.686 -0.131 0.457 0.190
H 0.687 -3.639 3.246 0.125
H -0.393 -1.350 3.369 0.125
H 1.082 -4.455 0.877 0.055
H -0.063 0.128 1.551 0.108
H 0.936 -3.086 -1.101 0.100
H 1.062 3.954 0.042 0.094
H -0.685 3.494 -0.069 0.114
H 0.435 3.753 -1.538 0.074
H -2.776 0.798 -2.175 0.115
H -1.993 2.429 -1.774 0.055
H -3.356 1.846 -0.729 0.122
H -0.169 1.495 -2.054 0.140
```

## Properties
Lowest unoccupied orbital energy (spin up / spin down) (eV): -0.885 / -2.573
DFT total energy (eV): -92798.770
Energy above the lowest of the compared OMol25 structures with the same formula, charge and spin (kJ/mol): 171.6
Frontier orbital gap (spin up / spin down) (eV): 8.270 / 4.809

[8]
ORCA calculation (ωB97M-V/def2-TZVPD) on 2 unconnected molecules or ions with the total composition C2H6O3S in a non-equilibrium geometry.

Structure (XYZ):
```
12
Properties=species:S:1:pos:R:3:lowdin_charge:R:1
C -0.055 -2.038 -0.121 -0.145
C -0.839 -1.032 -0.916 -0.415
O -1.243 0.572 1.102 -0.592
O 1.188 3.211 0.359 -0.074
O 1.316 1.912 0.078 -0.100
S -1.497 0.433 -0.341 0.888
H 0.555 -1.470 0.648 0.088
H -0.763 -2.496 0.578 0.081
H 0.604 -2.732 -0.659 0.078
H -1.310 -1.226 -1.887 0.044
H 1.837 1.724 0.787 0.046
H 0.209 3.142 0.372 0.101
```

## Properties
Lowest unoccupied orbital energy (spin up / spin down) (eV): -0.172 / -0.172
DFT total energy (eV): -19143.873
Energy above the lowest of the compared OMol25 structures with the same formula, charge and spin (kJ/mol): 495.0
Frontier orbital gap (spin up / spin down) (eV): 8.974 / 8.973